[1]
51
Properties=species:S:1:pos:R:3 method="wB97M-V/def2-TZVPD" e_lumo_ev="-7.28 / -10.74" total_charge=+2 multiplicity=2 molar_mass_g_mol=297.3 gap_ev="8.43 / 4.98" s_squared=0.766
C -0.365 1.056 -3.604
C -0.981 2.323 -2.929
C -1.377 2.138 -1.477
C -2.291 1.260 -0.940
N -2.386 1.321 0.442
C -2.828 2.156 1.293
N -0.623 -0.325 -3.042
H -0.732 1.080 -4.616
H 0.728 1.317 -3.662
H -0.165 3.066 -2.759
H -1.942 2.597 -3.385
H -0.690 2.623 -0.817
H -2.981 0.547 -1.426
H -3.428 3.067 1.087
H -2.751 1.737 2.302
H 0.078 -0.536 -2.295
H -0.356 -1.018 -3.815
H -1.468 -0.423 -2.501
H 2.657 -2.730 -0.827
H 4.110 -2.422 -1.333
O 3.427 -2.168 -0.696
H -0.658 0.811 3.863
H -2.093 0.933 4.396
O -1.239 1.372 4.415
H 0.457 -0.876 2.654
H 0.882 0.524 2.211
O 0.593 0.038 2.999
H 1.678 -0.448 -0.402
H 0.366 -1.184 -0.216
O 1.091 -1.069 -0.849
H 2.891 0.821 0.667
H 2.323 1.928 1.344
O 2.123 1.414 0.539
H 2.605 -2.359 3.016
H 1.140 -2.897 3.291
O 1.680 -2.315 2.751
H -1.004 -3.547 -3.601
H 0.497 -3.012 -3.686
O -0.432 -2.841 -3.921
H -2.319 -1.671 1.699
H -1.876 -0.394 0.792
O -1.745 -1.326 1.009
H 3.946 -0.978 1.902
H 4.490 -1.463 0.641
O 4.751 -0.878 1.378
H 0.324 3.630 2.998
H 0.365 2.145 3.301
O 0.510 2.778 2.575
H -2.789 -2.728 -2.384
H -2.214 -2.037 -0.957
O -2.575 -1.955 -1.850

[2]
49
Properties=species:S:1:pos:R:3 method="wB97M-V/def2-TZVPD" e_lumo_ev="-3.17 / -7.76" total_charge=+1 multiplicity=2 molar_mass_g_mol=267.3 gap_ev="10.46 / 5.87" s_squared=0.755
C -0.924 -2.111 -1.922
C -0.948 -1.427 -0.554
N -0.728 0.055 -0.727
C -2.106 2.006 -0.164
C -0.961 0.929 0.386
C -1.559 0.232 1.623
H -0.316 -2.989 -1.819
H -1.884 -2.329 -2.400
H -0.461 -1.479 -2.664
H -0.050 -1.835 -0.027
H -1.849 -1.537 0.023
H 0.143 0.283 -1.236
H -1.574 2.597 -0.884
H -2.472 2.626 0.637
H -2.939 1.499 -0.601
H -0.135 1.655 0.436
H -1.739 1.054 2.378
H -0.882 -0.344 2.185
H -2.444 -0.295 1.404
H 3.253 1.602 -1.166
H 2.380 3.015 -1.361
O 3.185 2.564 -1.112
H 2.210 0.165 0.960
H 2.986 -0.915 0.162
O 2.614 -0.719 1.024
H 1.121 2.577 3.522
H 0.305 1.346 3.622
O 0.472 2.160 4.109
H 0.969 -4.067 2.035
H 1.091 -2.481 2.179
O 1.184 -3.330 2.618
H 3.141 -0.021 -3.058
H 1.893 -0.569 -2.615
O 2.817 -0.519 -2.293
H 0.928 -0.661 -4.836
H -0.071 0.169 -4.068
O 0.832 -0.184 -4.000
H -1.072 -2.766 3.662
H -1.814 -2.223 2.337
O -1.756 -2.195 3.289
H -3.360 -0.940 -1.249
H -4.410 -1.404 0.057
O -4.040 -0.811 -0.599
H -1.681 0.851 -2.389
H -1.467 2.277 -3.094
O -1.411 1.320 -3.193
H 2.691 2.677 1.158
H 2.959 1.727 2.225
O 2.184 2.164 1.816

[3]
50
Properties=species:S:1:pos:R:3 method="wB97M-V/def2-TZVPD" smiles=CCC[C@H](N)CO.O.O.O.O.O.O.O.O.O.O e_lumo_ev=0.13 total_charge=0 molar_mass_g_mol=283.3 gap_ev=9.17
C 2.359 -0.655 2.796
O 1.700 -1.049 3.954
C 1.560 -0.542 1.484
C 2.601 -0.884 0.186
C 2.083 -0.667 -1.219
C 3.021 0.060 -2.063
N 1.008 0.964 1.399
H 2.959 0.319 3.025
H 3.018 -1.571 2.730
H 1.210 -0.403 4.357
H 0.634 -1.220 1.512
H 3.585 -0.479 0.266
H 2.627 -2.039 0.341
H 1.879 -1.714 -1.654
H 0.947 -0.317 -1.302
H 2.717 -0.214 -2.986
H 4.131 -0.235 -1.652
H 3.169 1.057 -1.982
H 1.661 1.639 1.903
H 0.852 1.446 0.516
H 1.065 3.140 -2.483
H 0.153 3.624 -1.406
O 0.990 3.591 -1.689
H -1.724 1.878 4.639
H -0.925 1.594 3.316
O -0.945 1.460 4.333
H -1.890 0.252 0.753
H -3.041 0.299 -0.503
O -2.473 0.730 0.084
H -1.028 -0.553 -1.983
H -0.893 -1.151 -0.602
O -0.876 -1.374 -1.551
H -5.156 -1.875 -0.812
H -4.410 -2.762 -1.600
O -4.467 -1.765 -1.522
H 1.952 3.610 0.132
H 3.290 4.048 0.350
O 2.684 3.490 0.730
H -0.915 -1.611 3.654
H -0.200 -1.699 2.362
O -1.029 -1.899 2.767
H -4.203 -0.209 -2.261
H -3.746 0.843 -3.190
O -3.776 0.698 -2.296
H -2.956 -3.444 -3.000
H -1.987 -4.087 -2.196
O -2.962 -4.122 -2.329
H -1.948 1.176 -2.389
H -1.247 1.519 -1.031
O -1.059 1.102 -1.889

[4]
53
Properties=species:S:1:pos:R:3 method="wB97M-V/def2-TZVPD" e_lumo_ev=-0.15 total_charge=0 molar_mass_g_mol=331.3 gap_ev=10.09
N -0.619 -1.347 -2.145
C -0.253 -2.761 -2.371
C 1.086 -2.814 -3.177
C 1.464 -1.334 -3.282
C 0.325 -0.434 -2.856
C 0.708 0.548 -1.719
O 1.129 0.022 -0.547
O 0.624 1.745 -1.815
H -1.527 -1.134 -2.551
H -0.105 -3.191 -1.361
H -1.053 -3.308 -2.889
H 0.961 -3.370 -4.100
H 1.808 -3.450 -2.626
H 2.439 -1.241 -2.801
H 1.700 -1.240 -4.358
H 0.083 0.163 -3.724
H -0.542 2.036 2.873
H 0.844 -0.902 -0.517
H 3.142 -0.616 -0.372
O 3.730 -0.389 -1.092
H -2.169 2.548 0.247
H -1.898 1.392 1.194
O -1.861 1.624 0.255
H -2.076 3.660 2.637
H -2.645 2.770 3.756
O -1.825 3.045 3.341
H 3.329 2.095 0.489
H 2.583 2.265 1.700
O 3.308 2.713 1.237
H 0.121 2.742 0.057
H 1.270 3.714 0.614
O 0.414 3.312 0.782
H 2.263 -1.083 1.935
H 1.111 -0.293 2.734
O 1.687 -1.068 2.703
H -1.374 -2.399 2.862
H -0.166 -1.496 2.786
O -1.102 -1.496 3.072
H -2.362 -3.129 0.138
H -3.753 -2.900 0.812
O -3.207 -3.538 0.338
H 1.209 -4.173 -0.266
H 0.758 -5.214 0.762
O 0.705 -4.276 0.541
H -2.516 -1.201 -0.788
H -2.700 0.293 -0.463
O -3.187 -0.546 -0.590
H -1.795 3.946 1.046
H -2.843 4.169 -0.009
O -2.540 4.526 0.842
H 4.581 -0.406 -0.630
H 0.444 1.427 1.698
O 0.142 1.391 2.598